Record 1
71
Properties=species:S:1:pos:R:3:forces:R:3:lowdin_charge:R:1 method="wB97M-V/def2-TZVPD" lumo_energy_ev=2.33 e_above_lowest_kcal_mol=0.69 total_charge=-1 total_energy_ev=-130432.7539 homo_energy_ha=-0.1614
Sr -0.50530 -0.51212 -0.40684 0.9 -0.2 0.3 1.276
C 3.53752 -1.72261 2.38992 0.2 -0.1 0.1 -0.048
C 2.18751 -1.73705 1.74630 -0.4 -0.6 -0.3 -0.291
N 1.52472 -0.70101 1.40900 0.2 0.5 0.3 -0.018
N 2.08518 0.53493 1.64470 -0.4 -0.3 -0.1 0.015
C 1.17077 1.47839 1.38498 0.0 0.3 0.1 -0.508
O -0.04215 1.31629 1.12291 0.3 0.3 0.3 -0.169
C 1.70801 2.88612 1.38225 0.0 -0.1 0.1 -0.143
C 0.97766 3.86872 0.72413 0.0 0.1 0.0 -0.013
C 1.45968 5.17065 0.66076 0.0 -0.1 0.0 -0.084
C 2.66503 5.49907 1.26826 0.0 0.0 0.0 -0.111
C 3.39497 4.51930 1.93255 -0.1 0.0 0.0 -0.102
C 2.92105 3.21466 1.98113 0.0 0.1 0.0 -0.046
C 1.51976 -3.05405 1.45525 0.2 0.5 0.1 -0.212
C 2.18555 -4.24436 1.72249 0.0 -0.2 0.0 -0.031
C 1.54635 -5.45168 1.48447 0.1 0.1 0.0 -0.076
C 0.25627 -5.43860 0.99271 -0.1 0.0 -0.1 -0.068
C -0.33570 -4.20708 0.74162 0.0 0.3 0.0 -0.133
N 0.27237 -3.04040 0.95558 0.1 -0.2 0.1 0.090
H 3.84053 -0.69606 2.57164 0.0 0.0 0.0 0.057
H 4.28415 -2.20628 1.75140 0.0 0.1 0.0 0.081
H 3.53214 -2.26951 3.33770 0.0 0.0 0.0 0.078
H 0.04311 3.58711 0.25406 0.0 0.0 0.0 0.115
H 0.89525 5.92952 0.13228 0.0 0.0 0.0 0.098
H 3.03961 6.51504 1.22074 0.0 0.0 0.0 0.091
H 4.33550 4.77251 2.40786 0.0 0.0 0.0 0.091
H 3.47912 2.43386 2.48086 0.0 0.0 0.0 0.099
H 3.19199 -4.22268 2.11425 0.0 0.0 0.0 0.096
H 2.05760 -6.38581 1.68392 0.0 0.0 0.0 0.101
H -0.29022 -6.35082 0.79162 0.0 0.0 0.0 0.099
H -1.34376 -4.13664 0.34345 0.0 0.0 0.0 0.084
C -1.41404 3.46855 -3.36379 -0.1 0.0 0.1 -0.130
C -2.76615 3.68194 -3.10516 0.1 -0.1 0.0 -0.128
C -3.43752 2.78219 -2.29231 0.1 0.1 -0.1 -0.081
C -2.74700 1.69937 -1.73296 -0.3 -0.4 0.4 -0.231
C -1.37251 1.43519 -1.94627 -0.3 0.4 -0.3 -0.158
C -0.76340 2.37246 -2.80523 0.1 0.0 0.0 -0.169
C -3.52425 0.77910 -0.82340 0.2 0.2 -0.1 -0.213
C -4.93462 0.58805 -0.98138 0.2 0.1 0.0 -0.004
C -5.60504 -0.24238 -0.14762 -0.1 -0.1 0.1 -0.010
C -4.91550 -0.93117 0.88461 -0.3 -0.1 0.0 -0.165
C -5.53823 -1.82911 1.78542 0.0 0.1 -0.1 -0.044
C -4.80126 -2.48637 2.72736 0.2 0.0 0.0 -0.094
C -3.40170 -2.27306 2.80948 -0.2 -0.1 0.0 -0.077
C -2.77964 -1.41424 1.95236 -0.1 0.2 -0.1 -0.025
C -3.53738 -0.71870 0.96827 0.6 0.3 -0.1 -0.230
N -2.87308 0.13140 0.11893 -0.7 -0.1 0.3 0.034
H -0.87267 4.16489 -3.99799 0.0 0.0 0.0 0.084
H -3.28447 4.53825 -3.52053 0.0 0.0 0.0 0.083
H -4.48814 2.95225 -2.07672 0.0 0.0 0.0 0.089
H 0.29438 2.26178 -3.04904 0.0 0.0 0.0 0.068
H -5.44305 1.08939 -1.79225 0.0 0.0 0.0 0.101
H -6.67082 -0.40451 -0.27357 0.0 0.0 0.0 0.112
H -6.60777 -1.99428 1.71039 0.0 0.0 0.0 0.106
H -5.28199 -3.17521 3.41080 0.0 0.0 0.0 0.093
H -2.82065 -2.80196 3.55482 0.0 0.0 0.0 0.101
H -1.70404 -1.25514 2.01856 -0.2 0.0 0.0 0.094
Br 6.14913 0.21044 -4.19454 0.1 0.0 -0.1 0.714
C 4.57491 0.06322 -3.15334 0.0 0.0 0.0 -0.701
C 3.46246 -0.56745 -3.66917 0.0 0.0 0.0 -0.109
C 2.33400 -0.64981 -2.86456 -0.1 0.1 0.2 -0.130
N 2.27519 -0.15237 -1.62228 0.2 0.0 -0.3 0.070
C 3.37253 0.45374 -1.15348 -0.2 -0.1 0.0 -0.115
C 4.54728 0.58907 -1.87813 0.0 0.0 0.0 -0.110
H 3.45877 -0.98652 -4.66522 0.0 0.0 0.0 0.100
H 1.43872 -1.14341 -3.22454 0.0 0.0 0.1 0.060
H 3.30003 0.83371 -0.13973 0.0 0.0 0.0 0.085
H 5.40346 1.09048 -1.45042 0.0 0.0 0.0 0.099
O -2.54033 -2.63048 -1.07740 0.1 0.0 0.0 -0.636
S -1.69339 -2.76924 -2.29832 -0.1 -0.2 -0.2 0.622
N -0.38651 -2.10942 -2.32357 0.0 -0.6 -0.7 -0.569

Record 2
78
Properties=species:S:1:pos:R:3:forces:R:3:lowdin_charge:R:1 method="wB97M-V/def2-TZVPD" lumo_energy_ev=3.49 e_above_lowest_kcal_mol=17.01 total_charge=-2 total_energy_ev=-92468.8071 homo_energy_ha=-0.0774
Cs -0.72714 2.04179 -0.30063 0.5 -1.1 1.1 1.088
Cl -4.09437 5.69518 -6.02849 0.0 0.0 0.0 0.589
C -3.36936 5.40189 -4.46387 0.0 0.0 0.0 -0.695
C -2.61896 4.25631 -4.27814 0.1 0.0 -0.1 -0.058
C -2.00676 3.94260 -3.05816 -0.1 0.0 0.1 -0.220
N -1.36376 2.71615 -2.85303 -0.1 0.2 -0.5 -0.088
C -0.80427 2.06403 -3.86292 0.1 -0.1 -0.1 -0.529
O -0.60558 2.40561 -5.04565 -0.1 0.1 0.0 -0.033
C -0.31432 0.63787 -3.55454 0.0 0.0 -0.1 -0.205
C -0.42810 -0.30139 -4.58152 0.0 0.0 0.0 -0.017
C 0.04562 -1.58290 -4.38233 0.0 0.0 0.0 -0.069
C 0.65563 -1.90001 -3.17527 0.0 0.0 0.1 -0.066
C 0.73110 -0.91231 -2.21049 0.0 0.1 -0.1 -0.144
N 0.24753 0.32078 -2.38585 0.2 0.0 -0.4 -0.036
C -2.18061 4.85994 -1.97174 -0.1 -0.1 -0.1 -0.221
C -2.93410 6.01522 -2.20009 0.1 0.1 0.0 -0.063
C -3.52644 6.29087 -3.41779 0.0 0.0 0.0 -0.696
Cl -4.45788 7.76086 -3.59513 0.0 0.0 0.0 0.586
N -1.76304 4.53606 -0.67158 -0.1 0.4 -0.1 -0.084
C -1.43291 5.48301 0.19112 -0.1 0.0 0.0 -0.545
O -1.21147 6.69882 0.02578 0.0 0.0 0.0 -0.037
C -1.41423 5.02557 1.66018 -0.1 0.1 -0.1 -0.197
C -1.90866 5.94185 2.59251 0.0 0.0 0.1 -0.017
C -2.01450 5.56867 3.91679 0.0 0.0 0.0 -0.083
C -1.59802 4.29887 4.29612 0.0 -0.1 0.0 -0.087
C -1.08717 3.46662 3.31601 0.1 0.1 0.0 -0.171
N -1.00089 3.81287 2.03010 -0.1 0.2 0.1 -0.012
H -2.48163 3.58025 -5.10763 0.0 0.0 0.0 0.095
H -0.87273 0.01177 -5.51490 0.0 0.0 0.0 0.109
H -0.05200 -2.33202 -5.15966 0.0 0.0 0.0 0.099
H 1.03984 -2.88994 -2.97153 0.0 0.0 0.0 0.086
H 1.19529 -1.12291 -1.24985 -0.1 0.0 -0.1 0.090
H -3.04687 6.72274 -1.39230 0.0 0.0 0.0 0.099
H -2.19517 6.92178 2.23891 0.0 0.0 0.0 0.110
H -2.41826 6.25691 4.65078 0.0 0.0 0.0 0.096
H -1.66398 3.96043 5.32188 0.0 0.0 0.0 0.091
H -0.73046 2.47084 3.56478 0.0 0.0 0.0 0.080
C 2.93647 -4.92458 -0.82909 0.1 0.0 -0.1 -0.038
C 3.43048 -3.70611 -0.10920 -0.1 0.1 0.0 -0.256
N 4.72516 -3.52409 -0.00758 0.1 0.1 0.1 0.094
C 5.17476 -2.42311 0.62582 0.0 -0.1 0.0 -0.131
C 4.34226 -1.48177 1.18055 0.0 0.0 0.0 -0.169
C 4.94960 -0.29917 1.88773 0.0 0.0 0.0 -0.216
O 4.75447 -0.30590 3.30345 0.0 0.0 0.0 -0.059
C 2.94401 -1.67758 1.12113 0.1 -0.1 0.0 -0.093
C 2.08840 -0.65548 1.74185 -0.1 0.1 0.1 -0.101
N 1.02836 -0.71602 2.45201 0.1 0.0 0.0 0.088
C 0.44625 -1.91175 2.89934 0.0 0.0 -0.1 -0.346
C 1.19604 -2.97940 3.39570 0.0 0.0 0.0 -0.024
C 0.57776 -4.11293 3.88888 0.0 0.0 0.0 -0.083
C -0.80758 -4.21198 3.89313 0.0 0.0 0.0 -0.097
C -1.57177 -3.15215 3.43148 0.0 0.0 0.0 -0.161
C -0.94655 -2.00433 2.97139 0.1 0.1 -0.1 -0.645
I -2.12437 -0.40419 2.32440 -0.1 -0.1 0.1 0.952
C 2.43753 -2.80365 0.42727 0.5 0.1 0.2 -0.321
O 1.20021 -3.03871 0.24266 1.1 0.0 0.4 -0.117
H 3.78208 -5.55921 -1.08732 0.0 0.0 0.0 0.073
H 2.40531 -4.64463 -1.74429 0.0 0.0 0.1 0.072
H 2.22865 -5.48080 -0.20838 0.2 -0.1 0.0 0.073
H 6.25169 -2.30645 0.68791 0.0 0.0 0.0 0.097
H 4.58046 0.64281 1.46566 0.0 0.0 0.0 0.115
H 6.02894 -0.31768 1.74076 0.0 0.0 0.0 0.112
H 3.81009 -0.39015 3.47656 0.0 0.0 0.0 0.065
H 2.44790 0.36744 1.59871 0.0 0.0 0.0 0.122
H 2.27645 -2.91203 3.37057 0.0 0.0 0.0 0.119
H 1.18277 -4.93277 4.25616 0.0 0.0 0.0 0.099
H -1.29507 -5.10865 4.25382 0.0 0.0 0.0 0.096
H -2.65166 -3.21336 3.42506 0.0 0.0 0.0 0.092
N -1.23556 -3.06197 -0.08512 -1.0 0.4 0.1 0.189
C -1.34796 -4.17528 -0.80646 0.2 0.0 0.2 -0.512
N -0.18494 -4.84258 -1.02045 -0.5 -0.5 -0.2 0.146
N -2.46217 -4.67935 -1.30477 -0.2 -0.1 -0.1 0.069
C -3.58627 -4.04357 -1.01785 0.1 -0.1 0.0 -0.440
N -4.60564 -3.54101 -0.78329 -0.1 0.0 0.0 0.074
H -0.31610 -2.81245 0.28807 -0.2 0.1 -0.2 0.038
H -2.01392 -2.43248 0.03923 -0.1 -0.3 -0.2 0.057
H 0.61670 -4.54155 -0.47453 -0.2 0.2 -0.1 0.028
H -0.28462 -5.80606 -1.28285 -0.1 0.0 -0.1 0.097

no.,frontier orbital gap (Ha)
1,0.247
2,0.206